This record from the OMol25 dataset describes a molecular structure, C19H10BrCl4IrNO4. The level of theory is wB97M-V/def2-TZVPD.

Calculated values
frontier orbital gap (alpha / beta) = 4.801 / 6.442 eV
HOMO energy (alpha / beta) = -2.53 / -5.80 eV
E = -152515.484 eV
expectation value of S² = 6.042

Structure (ORCA input):
```
! RIJCOSX wB97M-V def2-TZVPD def2/J DEFGRID3
* xyz -1 5
Ir 0.79230 0.05131 0.02375
Cl 3.71135 2.35274 -5.93625
C 2.81726 2.12098 -4.53049
C 1.85082 3.12412 -4.17337
Cl 1.83841 4.48718 -5.33139
C 0.98861 2.91827 -3.16330
Cl -0.22539 4.09090 -2.74637
C 1.20129 1.86577 -2.16862
O 0.54323 1.80205 -1.13917
C 2.32631 0.97267 -2.39409
O 2.68563 0.19415 -1.49569
C 2.98219 1.09167 -3.65670
Cl 4.03033 -0.19269 -4.17149
Br 2.94589 -1.01411 2.71354
C 1.38247 -1.92317 2.15506
C 1.02718 -2.89736 3.04537
C -0.09864 -3.74986 2.61223
C -0.74566 -3.51175 1.39083
C -0.19369 -2.53611 0.59613
N 0.82455 -1.69998 0.97941
C -0.72220 -2.17184 -0.84065
O -1.49566 -2.86871 -1.47073
O -0.27858 -1.01501 -1.25630
H 1.46393 -3.03243 4.01113
H -0.36724 -4.59018 3.27157
H -1.50217 -4.18754 1.09536
C 0.37335 1.13888 1.67812
C -1.10708 1.04295 1.76878
C -1.63222 -0.08349 2.36687
C -2.99222 -0.38224 2.25666
C -3.89222 0.28913 1.49506
C -3.34994 1.42338 0.78916
C -2.02608 1.81448 0.98167
H 0.83297 0.57939 2.51164
H 0.70641 2.15146 1.50012
H -0.97655 -0.75003 2.85082
H -3.22397 -1.33311 2.73419
H -4.87125 -0.04953 1.21002
H -3.97179 1.84686 0.03534
H -1.65193 2.63080 0.40179
*
```